Computed, not measured: a 2-piece molecular cluster, C3H5PS2 overall, with the ωB97M-V functional and the def2-TZVPD basis.

Last columns: bonded neighbours and bond lengths (Å).
Positions of all 11 atoms, in Å:
1 H 2.601 0.026 0.286  C11 1.118
2 C -0.109 1.315 0.089  H6 1.185, S7 1.734, C10 1.390
3 H 1.988 0.121 -1.312  C11 1.182
4 S -3.696 -1.949 0.867  P5 1.885
5 P -3.537 -0.740 -0.571  S4 1.885
6 H 0.639 2.088 -0.405  C2 1.185
7 S -1.690 1.764 0.640  C2 1.734
8 H -0.199 -0.755 0.723  C10 1.057
9 H 1.929 -1.528 -0.318  C11 1.186
10 C 0.361 0.020 0.272  C2 1.390, H8 1.057, C11 1.505
11 C 1.712 -0.363 -0.270  H1 1.118, H3 1.182, H9 1.186, C10 1.505

The LUMO energy (alpha / beta) comes out at -1.15 / -2.03 eV. As for the HOMO energy (alpha / beta): -8.73 / -7.25 eV. The calculated total energy comes out at -34148.222 eV. The value obtained for the energy above the lowest of the compared OMol25 structures with the same formula, charge and spin is 298.1 kJ/mol.

---

Computed, not measured: a 5-piece molecular cluster, C2H15NO4 overall, with the ωB97M-V functional and the def2-TZVPD basis.

Last columns: bonded neighbours and bond lengths (Å).
Positions of all 22 atoms, in Å:
1 H 6.140 0.362 -2.247  O8 0.981
2 H -3.287 0.198 2.789  N4 0.957
3 O 4.569 -0.923 -3.558  H5 0.903, H15 0.961
4 N -2.358 0.187 2.561  H2 0.957, C14 1.541, H20 1.089
5 H 5.368 -0.511 -3.476  O3 0.903
6 H -0.716 -0.364 -2.664  O18 0.932
7 H -3.294 -1.659 1.371  O17 0.926
8 O 6.788 -0.077 -1.654  H1 0.981, H9 1.019
9 H 6.161 -0.626 -1.067  O8 1.019
10 H -4.373 -2.148 0.635  O17 0.939
11 H -1.729 1.942 3.242  C14 1.018
12 C -3.028 2.428 1.672  C14 1.505, H16 1.131, H19 1.111, H22 1.134
13 H -1.034 1.566 1.795  C14 1.006
14 C -1.908 1.635 2.289  N4 1.541, H11 1.018, C12 1.505, H13 1.006
15 H 4.382 -1.027 -4.495  O3 0.961
16 H -4.004 2.594 2.219  C12 1.131
17 O -3.961 -2.294 1.466  H7 0.926, H10 0.939
18 O -0.961 -0.647 -1.810  H6 0.932, H21 0.911
19 H -2.738 3.501 1.675  C12 1.111
20 H -1.759 -0.070 3.433  N4 1.089
21 H -1.005 -0.029 -1.142  O18 0.911
22 H -3.476 2.096 0.685  C12 1.134

The LUMO energy comes out at 0.60 eV. As for the HOMO energy: -9.70 eV. The calculated total energy comes out at -11995.571 eV. The value obtained for the energy above the lowest of the compared OMol25 structures with the same formula, charge and spin is 249.1 kJ/mol. Its structure (SMILES) is CCN.O.O.O.O.

---

Computed, not measured: one molecule with the formula C3H8O, with the ωB97M-V functional and the def2-TZVPD basis.

Last columns: bonded neighbours and bond lengths (Å).
Positions of all 12 atoms, in Å:
1 H 0.820 1.370 1.048  C9 1.166
2 C -1.489 -0.527 0.036  H5 1.102, H7 1.094, O10 1.434, H11 1.124
3 H 2.508 -0.445 -0.226  C12 1.163
4 H 1.102 -1.196 -0.903  C12 1.059
5 H -1.981 -0.516 1.021  C2 1.102
6 H 0.959 1.468 -0.800  C9 1.143
7 H -0.785 -1.362 0.107  C2 1.094
8 H 1.460 -1.265 0.965  C12 1.141
9 C 0.691 0.764 0.059  H1 1.166, H6 1.143, O10 1.414, C12 1.616
10 O -0.712 0.672 -0.087  C2 1.434, C9 1.414
11 H -1.941 -0.705 -0.978  C2 1.124
12 C 1.390 -0.690 -0.018  H3 1.163, H4 1.059, H8 1.141, C9 1.616

The LUMO energy comes out at 1.05 eV. As for the HOMO energy: -9.33 eV. The calculated total energy comes out at -5286.324 eV. The value obtained for the energy above the lowest of the compared OMol25 structures with the same formula, charge and spin is 176.3 kJ/mol. Its structure (SMILES) is CCOC.

---

Computed, not measured: one molecule with the formula C20H20N2O3, with the ωB97M-V functional and the def2-TZVPD basis.

Last columns: bonded neighbours and bond lengths (Å).
Positions of all 45 atoms, in Å:
1 C 0.401 2.050 -0.099  C17 1.392, N24 1.357, C35 1.455
2 O 0.520 -0.056 1.752  H36 0.965, C44 1.355
3 C -2.780 0.162 -0.746  C7 1.383, C41 1.390, H43 1.077
4 C -1.549 -0.967 0.978  H16 1.081, C41 1.395, C44 1.383
5 C 2.225 -0.393 -0.750  H23 1.081, C25 1.384, C32 1.390
6 C -5.719 -0.818 -0.216  C18 1.512, C30 1.496, C40 1.323
7 C -1.774 1.110 -0.808  C3 1.383, H20 1.080, C35 1.389
8 H 2.672 -2.407 -1.268  C25 1.079
9 H -0.802 3.795 -0.169  N24 1.008
10 H 5.592 -4.446 -0.517  C22 1.089
11 H -6.676 0.246 1.375  C30 1.086
12 O 5.120 -2.563 -0.049  C22 1.405, C26 1.367
13 N 1.201 4.135 -0.240  N24 1.330, C39 1.316
14 C 4.669 -0.340 0.529  C19 1.377, C26 1.395, H29 1.079
15 O -3.571 -1.899 0.303  C18 1.413, C41 1.360
16 H -1.483 -1.787 1.679  C4 1.081
17 C 1.790 1.962 -0.112  C1 1.392, C32 1.455, C39 1.410
18 C -4.725 -1.917 -0.514  C6 1.512, O15 1.413, H31 1.098, H45 1.097
19 C 3.869 0.781 0.528  C14 1.377, C32 1.395, H34 1.080
20 H -1.860 1.917 -1.521  C7 1.080
21 H -6.278 -0.495 -2.218  C40 1.077
22 C 4.764 -3.761 -0.690  H10 1.089, O12 1.405, H27 1.095, H33 1.095
23 H 1.275 -0.416 -1.265  C5 1.081
24 N 0.113 3.372 -0.186  C1 1.357, H9 1.008, N13 1.330
25 C 3.022 -1.524 -0.755  C5 1.384, H8 1.079, C26 1.390
26 C 4.253 -1.508 -0.112  O12 1.367, C14 1.395, C25 1.390
27 H 3.848 -4.188 -0.268  C22 1.095
28 H -4.952 -0.066 1.627  C30 1.090
29 H 5.627 -0.342 1.024  C14 1.079
30 C -5.880 -0.480 1.232  C6 1.496, H11 1.086, H28 1.090, H37 1.089
31 H -4.447 -1.911 -1.576  C18 1.098
32 C 2.627 0.772 -0.107  C5 1.390, C17 1.455, C19 1.395
33 H 4.633 -3.619 -1.768  C22 1.095
34 H 4.199 1.673 1.038  C19 1.080
35 C -0.645 1.043 -0.003  C1 1.455, C7 1.389, C44 1.406
36 H 0.471 -0.842 2.309  O2 0.965
37 H -6.106 -1.379 1.803  C30 1.089
38 H 3.224 3.672 -0.250  C39 1.072
39 C 2.220 3.302 -0.198  N13 1.316, C17 1.410, H38 1.072
40 C -6.412 -0.236 -1.181  C6 1.323, H21 1.077, H42 1.076
41 C -2.667 -0.895 0.148  C3 1.390, C4 1.395, O15 1.360
42 H -7.150 0.518 -0.971  C40 1.076
43 H -3.640 0.261 -1.388  C3 1.077
44 C -0.548 -0.015 0.918  O2 1.355, C4 1.383, C35 1.406
45 H -5.189 -2.884 -0.287  C18 1.097

The LUMO energy comes out at 0.62 eV. As for the HOMO energy: -7.58 eV. The calculated total energy comes out at -30186.114 eV. The value obtained for the energy above the lowest of the compared OMol25 structures with the same formula, charge and spin is 329.4 kJ/mol. Its structure (SMILES) is C=C(C)COc1ccc(-c2[nH]ncc2-c2ccc(OC)cc2)c(O)c1.